(1)
Entry from the OMol25 dataset: C21H23Cl2N2 as an isolated structure (ωB97M-V/def2-TZVPD).

## Properties
**HOMO-LUMO gap**: 5.3 eV
**E_HOMO**: -9.883 eV
**ΔE to the lowest compared entry with this formula, charge and spin**: 2.510 eV
**Total charge**: +1

The geometry in XYZ format:
```
48
Properties=species:S:1:pos:R:3:forces:R:3
Cl 4.08690 3.87850 2.64251 0.1099 0.2643 -0.0393
C 3.11397 2.48685 2.47906 -0.7002 -0.6996 -0.2139
C 1.87027 2.41944 3.12511 0.2486 -0.0782 -0.1083
C 1.09704 1.27449 3.02671 0.1813 -0.2249 -0.3387
C 1.49122 0.15978 2.22142 0.4311 1.4430 -0.7120
C 0.59769 -0.90923 2.03306 5.0090 -3.4098 1.6777
C 0.77888 -2.02670 1.18130 -0.2786 -0.0881 -2.0236
C 0.16085 -3.27581 1.49541 0.3552 0.2325 -0.2053
C 0.40522 -4.41260 0.73840 0.0467 0.0998 -0.0350
C 1.25397 -4.34193 -0.38016 -0.1631 0.7915 0.4240
Cl 1.60239 -5.74997 -1.28228 -0.0448 -0.0734 -0.0374
C 1.79936 -3.11111 -0.78046 0.0409 0.1019 0.1402
C 1.54869 -1.97264 -0.02677 -0.5294 -0.4100 0.1085
C 2.80559 0.24649 1.62220 -0.5118 0.4870 -0.1573
C 3.56186 1.40848 1.69910 -0.1121 -0.2267 0.5111
H 1.50736 3.28267 3.67324 0.1390 -0.1537 0.0771
H 0.14448 1.23007 3.55629 0.1916 0.1660 -0.2577
H -0.50192 -1.13262 2.87745 1.0164 1.1404 -1.1274
H -0.50024 -3.34053 2.36213 0.2706 0.0114 -0.2929
H -0.06188 -5.36080 0.99297 0.1464 0.1682 -0.0250
H 2.40701 -3.04787 -1.68197 -0.1510 -0.1170 0.2153
H 1.92340 -1.00955 -0.37197 -0.1419 -0.3250 0.0172
H 3.22220 -0.60081 1.07801 -0.1732 0.2853 0.2694
H 4.50855 1.48815 1.16651 -0.1458 -0.0965 0.2821
C -1.23359 -2.44663 4.84603 0.0314 -0.3128 0.1306
C -2.03511 -1.18339 5.13150 0.1173 0.0201 0.2902
C -3.38478 -1.55201 5.72134 -0.2681 -0.2151 0.2193
C -1.25636 -0.29454 6.09753 0.0189 0.0514 0.2063
N -2.27270 -0.45114 3.87080 -0.6137 1.5932 -0.1113
C -1.42615 -0.41180 2.84292 -4.2764 -1.5119 1.4856
N -1.99383 0.26345 1.85747 -0.7604 1.1269 0.3864
C -1.55090 0.41574 0.48536 0.2610 0.2353 -0.5507
C -3.17049 0.85144 2.34366 0.4274 -0.3892 -0.4237
C -3.34072 0.39948 3.59368 -0.0533 -0.4010 0.5527
H -0.19493 -2.22580 4.57212 -0.1568 -0.0373 -0.0981
H -1.19804 -3.04381 5.76925 0.0152 0.1741 -0.3086
H -1.71588 -3.05796 4.07139 0.1084 0.1416 0.1880
H -3.92390 -0.67065 6.08633 0.0515 -0.1967 -0.0610
H -4.00612 -2.08457 4.98966 0.1021 0.1118 0.1780
H -3.21640 -2.21774 6.57711 -0.1196 0.1992 -0.1856
H -1.82265 0.61545 6.33622 0.1879 -0.1658 -0.0582
H -1.10062 -0.85802 7.02703 0.0248 0.2352 -0.1734
H -0.27339 -0.02465 5.68712 -0.2443 -0.0379 0.1008
H -1.20204 -0.54372 0.08101 -0.2273 0.3313 0.1369
H -2.41509 0.77262 -0.08804 0.3620 -0.1642 0.0504
H -0.73910 1.15323 0.41367 -0.2359 -0.1933 0.0202
H -3.79616 1.48796 1.75038 0.0019 0.0856 -0.1575
H -4.14826 0.58061 4.27832 0.0113 0.0310 0.0340
```
Forces are in eV/Å.

These are the Löwdin partial charges, in e, on atoms 1 to 8: number 1, Cl, carries 0.739; number 2, C, carries -0.670; number 3, C, carries -0.085; number 4, C, carries -0.016; number 5, C, carries -0.196; number 6, C, carries -0.031; number 7, C, carries -0.225; number 8, C, carries 0.018

---

(2)
Entry from the OMol25 dataset: a 2-piece molecular cluster, C9H17ClN2OSi overall (ωB97M-V/def2-TZVPD).

## Properties
**HOMO-LUMO gap**: 8.6 eV
**E_HOMO**: -8.989 eV
**ΔE to the lowest compared entry with this formula, charge and spin**: 2.148 eV
**Total charge**: 0

The geometry in XYZ format:
```
31
Properties=species:S:1:pos:R:3:forces:R:3
C 1.36727 -0.92681 0.28911 -2.2345 -0.1781 0.8142
C -3.37523 0.62650 -0.40286 -1.3372 -1.4470 0.8626
C -4.98532 -0.55701 0.95760 1.1159 0.6907 -2.2090
C -3.17752 -1.79217 -0.12511 0.0066 -1.1498 -2.0699
C 2.47260 1.84698 1.53861 -0.4115 -1.9197 -1.8970
C 4.07151 -0.45950 0.36344 -0.5742 2.3721 0.4494
C 2.44438 1.37606 -1.70324 -0.2452 -2.2586 1.7081
C -2.19203 0.65837 -1.27782 0.6711 -0.3055 -1.9862
C -0.84695 0.99124 -0.72638 -0.1276 -0.8730 -1.6561
N 0.52786 -1.67614 0.60137 1.5649 0.7245 -0.6748
N -3.82341 -0.56906 0.07332 0.3171 1.0955 -0.2808
O -3.99584 1.62952 -0.13123 -0.0586 1.5675 -0.0795
Si 2.45420 0.61339 0.09972 2.1962 -1.5971 -1.0193
Cl -0.95431 1.11246 0.88842 0.0463 0.6063 2.3031
H -4.55154 -0.84228 1.87529 -0.4633 0.0677 1.7491
H -5.36481 0.46743 0.79122 -0.3627 -0.7702 0.9928
H -5.57058 -1.34181 0.52861 -1.1436 -0.3715 0.3071
H -2.45451 -2.12817 0.52582 1.4818 -0.2116 2.5572
H -3.82278 -2.64426 -0.26872 -0.8744 -0.0520 0.0547
H -2.58809 -1.79513 -1.01411 0.2371 0.2368 -1.0129
H 2.03773 1.48016 2.41179 -0.5924 -0.8126 1.4923
H 3.49297 2.01706 1.66360 1.8362 0.3085 0.4613
H 2.02057 2.73856 1.30889 -1.2176 2.2388 -0.6393
H 3.90653 -1.41589 -0.03113 0.0163 -1.3523 -0.8317
H 4.98210 0.01272 -0.02477 -0.1577 -0.2159 0.0459
H 4.16604 -0.57861 1.43922 0.1831 -0.0277 0.2472
H 1.85867 0.80758 -2.43100 -0.0591 0.2038 0.3480
H 1.96974 2.26073 -1.40148 -0.5563 1.7933 -0.6224
H 3.46092 1.45009 -2.04243 0.4283 0.4363 -0.0318
H -2.29746 1.58559 -1.86079 -0.2108 0.0016 -0.3110
H -2.21135 -0.18005 -2.05212 0.5258 1.1994 0.9287
```
Forces are in eV/Å.

These are the Löwdin partial charges, in e, on atoms 1 to 8: number 1, C, carries -0.310; number 2, C, carries -0.578; number 3, C, carries 0.007; number 4, C, carries -0.082; number 5, C, carries -0.158; number 6, C, carries -0.198; number 7, C, carries -0.162; number 8, C, carries -0.251

---

(3)
Entry from the OMol25 dataset: one molecule with the formula C10H6N2 (ωB97M-V/def2-TZVPD).

## Properties
**HOMO-LUMO gap**: 8.2 eV
**E_HOMO**: -8.901 eV
**ΔE to the lowest compared entry with this formula, charge and spin**: 1.183 eV
**Total charge**: 0

The geometry in XYZ format:
```
18
Properties=species:S:1:pos:R:3:forces:R:3
C -0.23239 -0.98626 2.48598 -1.3816 -0.7549 6.1323
C -0.11009 -0.90726 1.11371 -0.2064 -3.1501 -2.9914
C -0.11385 -2.15182 0.43322 0.2808 -0.2510 0.0495
C 0.05571 -2.18245 -1.03665 -0.4016 2.2640 1.8155
C 0.17679 -0.94464 -1.66288 1.6517 -1.7924 -2.6132
C 0.16730 0.23905 -0.94236 -1.1006 0.7138 -2.4677
C 0.10462 1.46729 -1.59917 0.7469 -0.9347 -0.9254
C 0.09726 2.68310 0.24028 -1.7173 -2.1942 3.9480
C -0.18917 1.46463 1.01947 1.9338 5.1859 -2.9080
C -0.09383 0.28785 0.36473 0.2027 -1.8434 3.1166
H -0.21745 -3.09670 1.11000 0.2814 1.7224 -1.7052
H 0.04421 -3.06344 -1.62473 0.0716 -0.8284 -0.0980
H 0.50295 -0.80669 -2.81145 -1.1848 -0.7522 2.6468
H 0.07916 1.48780 -2.63036 0.0452 -0.4657 -2.3704
H 0.11121 3.57499 0.96853 0.2661 -0.7319 -2.2386
H -0.06162 1.47249 2.04671 -0.4543 0.3457 1.9665
N -0.44892 -1.17972 3.63924 0.9865 0.8667 -4.0116
N 0.12811 2.64179 -1.11425 -0.0202 2.6003 2.6544
```
Forces are in eV/Å.

These are the Löwdin partial charges, in e, on atoms 1 to 8: number 1, C, carries -0.200; number 2, C, carries -0.192; number 3, C, carries 0.040; number 4, C, carries -0.029; number 5, C, carries -0.024; number 6, C, carries -0.195; number 7, C, carries -0.122; number 8, C, carries -0.059

---

(4)
Entry from the OMol25 dataset: C16H31AlCuN as an isolated structure (ωB97M-V/def2-TZVPD).

## Properties
**HOMO-LUMO gap (alpha / beta)**: 5.0 / 5.0 eV
**E_HOMO (alpha / beta)**: -10.539 / -10.518 eV
**Total charge**: +1
**Multiplicity**: 2

The geometry in XYZ format:
```
50
Properties=species:S:1:pos:R:3:forces:R:3
Al -1.44728 8.33090 3.11184 0.7541 1.5839 1.2272
C -2.10163 6.55831 2.05200 -1.2750 -1.8257 -1.1074
C -2.38837 5.53920 3.11927 0.8642 0.6834 0.4131
C -1.55170 4.27007 3.01182 -0.3925 -0.4483 0.1646
C -1.92141 3.36143 1.83324 0.2053 -0.7348 -0.1817
C -1.81932 1.84698 2.17694 0.3694 0.4475 -0.3079
C -0.78522 1.07681 1.32995 -0.5280 -0.9396 0.4503
C -1.39821 0.11384 0.27181 0.9082 0.4503 0.7317
C -0.51661 -1.13389 0.17559 0.2238 0.4698 -1.0357
C -0.65486 -1.92066 -1.15178 -0.0569 -0.0497 0.8651
C 0.72754 -2.44919 -1.57413 -0.6740 -0.1114 0.3372
C 0.69045 -3.73160 -2.42268 0.3206 -0.0108 -0.4169
C 1.50934 -4.90317 -1.84900 0.0686 1.1112 0.4829
N 2.66501 -5.30825 -2.66312 -0.3696 -0.4546 -0.0538
C 3.38288 -4.60015 -3.59548 0.3284 -0.3762 0.3286
C 4.39657 -5.40512 -4.04454 0.3794 -0.0902 -0.4561
C 4.31687 -6.67034 -3.37946 -1.3619 0.1730 -0.7939
C 3.19377 -6.54198 -2.53435 0.0346 -0.9963 -0.4252
H -0.75041 7.87307 4.47841 -0.0757 -0.3691 -0.1441
H -0.35384 9.02085 2.15645 -0.1774 -0.4199 -0.4021
H -2.73182 9.21741 3.43672 -0.2825 -0.3551 -0.2850
H -1.34608 6.28665 1.31886 0.3669 0.3554 0.2264
H -3.01626 6.88761 1.56063 0.2065 0.6722 0.0277
H -3.45785 5.32708 3.16935 -0.0487 0.0026 -0.1324
H -2.15136 5.99600 4.09605 -0.0895 -0.1155 0.0729
H -1.72781 3.70395 3.92924 -0.0376 0.0358 0.0531
H -0.47992 4.47408 3.01277 -0.0067 0.2440 -0.0607
H -1.24270 3.50738 0.99057 -0.0524 0.3668 -0.0302
H -2.92307 3.55329 1.44480 -0.0544 0.2712 0.1960
H -1.54368 1.71850 3.22370 -0.0718 0.1490 0.0724
H -2.80312 1.39124 2.06435 0.0070 -0.1018 0.0147
H -0.03605 1.72681 0.87738 -0.0854 0.1323 -0.0408
H -0.23305 0.42793 2.01609 0.1006 0.0853 0.0501
H -1.37264 0.63035 -0.68809 -0.4660 -0.1477 -0.1406
H -2.41127 -0.11761 0.59428 -0.1507 -0.0946 -0.3774
H 0.51724 -0.77175 0.19519 0.0250 0.0536 0.1410
H -0.61870 -1.78742 1.04265 -0.1437 -0.0144 0.0171
H -1.36378 -2.73444 -0.97901 0.0702 -0.1448 -0.2245
H -1.09668 -1.27546 -1.91031 0.0715 -0.0261 -0.1351
H 1.24808 -1.62757 -2.06728 0.1509 -0.1377 -0.1377
H 1.27354 -2.63421 -0.64670 0.1146 -0.1245 -0.0427
H 1.05104 -3.48727 -3.42317 -0.0722 -0.1830 -0.0770
H -0.32774 -4.08956 -2.56465 -0.1183 0.1820 0.0769
H 1.90669 -4.58576 -0.88318 0.0720 -0.0576 0.0126
H 0.87428 -5.75646 -1.62721 0.1574 -0.2771 -0.3776
H 3.16902 -3.58312 -3.86717 -0.1357 0.0450 0.1055
H 5.15342 -5.13302 -4.76081 -0.0269 0.1108 -0.0208
H 4.97224 -7.52064 -3.48179 0.2682 0.0686 0.3260
H 2.78396 -7.27638 -1.85880 0.0169 0.1832 0.2533
Cu 2.74049 -7.79471 -4.71721 0.6696 0.7302 0.7610
```
Forces are in eV/Å.

These are the Löwdin partial charges, in e, on atoms 1 to 8: number 1, Al, carries 0.370; number 2, C, carries -0.151; number 3, C, carries -0.277; number 4, C, carries -0.204; number 5, C, carries -0.194; number 6, C, carries -0.189; number 7, C, carries -0.206; number 8, C, carries -0.197

---

| no. | calculated total energy (eV) |
| --- | --- |
| 1 | -50164.9580 |
| 2 | -35032.7153 |
| 3 | -13445.2921 |
| 4 | -69810.0470 |